No. 1
Below is C22H28F6O2PS4SbTi as an isolated structure, with properties calculated with ωB97M-V/def2-TZVPD.

The geometry in XYZ format:
```
65
Properties=species:S:1:pos:R:3:forces:R:3:mulliken_charge:R:1
Ti 0.6322 -0.6491 0.4551 -0.7 0.2 -0.2 0.0716
C -2.7351 -1.5988 1.1623 0.1 -0.2 0.1 -1.0877
C -2.0447 -2.7163 1.9377 0.0 0.1 0.0 -0.7936
S -0.3077 -2.2793 2.2520 0.1 0.1 0.2 0.3643
C 0.6442 -3.8083 2.2201 0.2 0.0 0.1 -0.6915
C 2.1264 -3.4240 2.3258 -0.2 -0.1 -0.1 -0.9926
S 2.7087 -2.1760 1.1337 0.0 0.0 0.3 0.0887
C 3.0761 -3.1154 -0.3641 -0.1 0.0 0.0 -0.7866
C 1.8986 -3.8976 -0.9246 0.2 0.1 0.1 -1.0150
S 0.5383 -2.7232 -1.1526 0.0 -0.4 -0.6 0.3245
C -0.9774 -3.6792 -1.1585 -0.1 0.1 0.2 -0.7922
C -2.0579 -2.6243 -1.3766 0.1 0.0 -0.1 -1.1995
S -1.8978 -1.1130 -0.3717 -0.1 0.2 0.2 0.5303
H -2.8084 -0.6898 1.7553 0.0 0.0 0.0 0.2713
H -3.7471 -1.9022 0.8924 0.0 0.0 0.0 0.7157
H -2.0974 -3.6712 1.4210 0.0 0.0 0.0 0.3950
H -2.5298 -2.8318 2.9069 0.0 0.0 0.0 0.6453
H 0.4231 -4.3817 1.3250 0.0 0.0 0.0 0.1744
H 0.3709 -4.4028 3.0923 0.0 0.0 0.0 0.6025
H 2.7547 -4.3096 2.2248 0.0 0.0 0.0 0.5382
H 2.3331 -2.9930 3.3053 0.0 0.0 0.0 0.4655
H 3.9278 -3.7662 -0.1711 0.0 0.0 0.1 0.6583
H 3.4005 -2.3442 -1.0660 0.0 -0.1 0.0 0.3008
H 1.5833 -4.7043 -0.2676 0.0 0.0 0.0 0.4270
H 2.1772 -4.3253 -1.8878 -0.1 0.0 0.0 0.5855
H -1.0823 -4.2167 -0.2205 -0.1 -0.1 0.0 0.2455
H -1.0108 -4.3921 -1.9821 0.2 0.0 0.0 0.6068
H -3.0593 -3.0259 -1.2254 0.0 0.1 0.1 0.5691
H -2.0050 -2.2562 -2.4019 0.0 -0.1 0.0 0.4386
O 2.7879 -0.0040 -2.8903 -0.1 0.0 0.0 -0.5003
C 1.8313 0.1193 -2.2056 0.1 0.0 0.0 -0.2121
O 1.7878 -0.4454 -0.9450 0.4 0.2 0.1 -0.0102
C 0.5408 0.8398 -2.5035 0.0 0.0 0.0 -0.3361
P 0.0476 1.5509 -0.8961 0.0 -0.2 -0.1 1.4454
C 1.1972 2.9218 -0.7095 0.0 0.1 0.0 0.4011
C 0.7646 4.2193 -0.9793 0.0 0.0 0.0 -0.4754
C 1.6680 5.2683 -0.9194 0.0 0.0 0.0 -0.7837
C 2.9952 5.0296 -0.5911 0.0 0.0 0.0 -0.6148
C 3.4241 3.7379 -0.3179 0.0 0.0 0.0 -0.9986
C 2.5285 2.6821 -0.3702 0.1 0.1 0.0 -0.0948
C -1.6364 2.1489 -1.0408 0.0 0.1 0.1 0.6835
C -2.3708 2.0011 -2.2179 0.1 -0.1 0.0 -0.2818
C -3.6805 2.4476 -2.2774 -0.1 0.0 0.0 -0.8343
C -4.2652 3.0416 -1.1671 0.0 0.0 0.0 -0.5601
C -3.5374 3.2008 0.0047 0.0 0.0 0.0 -0.8968
C -2.2265 2.7578 0.0716 0.0 0.0 -0.1 -0.4899
H -0.1882 0.0921 -2.8333 0.0 0.0 0.0 0.4093
H 0.6819 1.5810 -3.2877 0.0 0.0 0.0 0.6356
H -0.2673 4.4191 -1.2376 0.0 0.0 0.0 0.4016
H 1.3320 6.2742 -1.1307 0.0 0.0 0.0 0.4619
H 3.6957 5.8523 -0.5454 0.0 0.0 0.0 0.4359
H 4.4569 3.5499 -0.0582 0.0 0.0 0.0 0.4731
H 2.8841 1.6871 -0.1348 0.0 0.0 0.0 0.3406
H -1.9254 1.5574 -3.0995 0.0 0.0 0.0 0.4114
H -4.2430 2.3451 -3.1954 0.0 0.0 0.0 0.4644
H -5.2862 3.3947 -1.2212 0.0 0.0 0.0 0.4355
H -3.9857 3.6807 0.8641 0.0 0.0 0.0 0.4663
H -1.6541 2.9109 0.9741 0.0 0.0 0.1 0.5428
F -0.7566 0.4357 1.7732 0.0 0.1 0.3 -0.3262
Sb 0.3275 1.4478 3.1896 0.1 -0.3 -0.5 2.3182
F -1.2196 2.1180 3.9478 0.1 0.0 -0.1 -0.4995
F 0.4423 2.7704 1.8816 -0.1 0.0 0.3 -0.5181
F 1.5622 0.3983 1.8887 0.2 -0.1 0.1 -0.5479
F 1.7565 2.1058 4.1535 -0.1 0.0 -0.1 -0.4811
F 0.2966 -0.1204 4.1869 0.0 0.1 -0.1 -0.5252
```
Positions in Å, forces in eV/Å.

Results
Energy above the lowest of the compared OMol25 structures with the same formula, charge and spin, eV: 0.344
HOMO, eV: -14.244
E, eV: -125943.3059
Net charge: +2

No. 2
Below is a 3-piece molecular cluster, C21H47N4O8S overall in a non-equilibrium geometry, with properties calculated with ωB97M-V/def2-TZVPD.

The geometry in XYZ format:
```
81
Properties=species:S:1:pos:R:3:forces:R:3:mulliken_charge:R:1
C 4.7668 6.3871 -1.2987 -1.1 -2.6 0.5 -0.5569
C 4.5047 5.0020 -0.8190 1.1 1.7 -0.6 -0.4305
C 3.0470 4.3911 -0.3902 2.3 -0.8 0.7 -0.1825
N 2.0426 4.2532 -1.5187 -3.9 0.6 2.3 0.4481
C 0.7008 4.4034 -1.1461 -3.5 -0.1 -0.1 -0.3735
N 0.0646 4.6407 0.1995 2.5 0.3 -2.5 -0.1087
C -0.7294 5.9097 -0.0023 -0.2 0.7 -2.4 -0.4420
C -1.3133 5.6143 -1.5420 -0.1 0.6 0.0 -0.1069
N -2.8271 5.4599 -1.7019 1.5 0.5 -1.1 -0.3683
C -3.3764 6.6248 -2.5225 -0.9 1.3 -0.9 -0.3151
C -3.0202 8.1035 -1.8320 0.9 -1.3 0.0 -0.7435
N -0.5512 4.3715 -2.0445 3.2 2.2 1.8 -0.2960
S 2.3960 3.9925 -3.2074 1.9 -5.7 -7.3 1.1213
C 2.1861 5.7034 -4.0337 -0.8 2.2 1.1 -0.8485
O 1.4095 2.9833 -3.9160 2.3 4.6 3.8 -0.5409
O 3.8115 3.4403 -3.5142 -4.4 3.0 2.7 -0.5775
H 5.3873 7.1607 -0.6552 -0.1 -2.2 -2.2 0.2816
H 4.3315 6.6702 -2.3634 -0.1 0.2 3.0 0.1384
H 5.4386 4.2619 -0.7478 -2.1 2.0 1.3 0.3306
H 2.6638 5.0851 0.5029 0.5 -1.3 -2.5 0.3690
H 3.1739 3.3142 0.1091 0.0 2.3 -1.3 0.2480
H 0.6369 4.5362 1.0610 -0.4 0.3 -1.1 0.3653
H 0.0270 6.7825 -0.2340 -1.6 -1.4 1.2 0.2526
H -1.5805 6.1998 0.7490 1.9 -1.1 -1.3 0.3818
H -0.8024 6.4520 -2.2059 -1.9 -1.2 1.3 0.1230
H -3.0595 4.5391 -2.1837 0.6 1.6 0.9 0.3057
H -4.5643 6.6117 -2.6078 2.6 -0.5 0.4 0.3463
H -2.9861 6.5580 -3.6441 -0.7 0.4 2.2 0.2358
H -3.6880 8.9709 -2.2450 1.2 -1.9 0.9 0.3498
H -3.1041 7.9307 -0.6708 -0.1 0.7 -2.3 0.1896
H -1.8894 8.3606 -2.0478 -2.3 -0.3 0.4 0.1840
H -0.4112 4.6582 -3.0376 0.6 -1.2 0.8 0.2578
H 2.0821 6.5090 -3.1589 0.3 -1.8 -1.7 0.2781
H 1.1653 5.7805 -4.6341 2.4 -0.7 1.1 0.3097
H 3.1242 6.0269 -4.6531 -1.8 -1.3 1.1 0.3911
C 0.5509 -3.0861 3.3440 -0.4 0.1 0.1 -0.6238
O 0.8121 -1.7634 2.9125 0.6 -0.2 -0.2 -0.2890
C 2.1777 -1.3686 3.0495 -0.6 0.4 -0.4 -0.5811
C 2.7070 -0.7141 1.7694 0.2 -0.2 0.1 0.0217
O 2.8306 -1.5819 0.6371 -0.4 0.2 0.1 -0.5048
C 1.6168 -2.0802 0.0595 0.0 0.0 -0.1 -0.1463
C 0.7046 -1.0244 -0.5767 0.1 -0.4 0.4 -0.4366
O 0.1215 -0.1851 0.4180 0.5 0.8 -0.4 -0.2982
C 0.1180 1.1942 0.0796 -0.4 -0.6 0.4 -1.0242
H 0.2931 -3.0782 4.4069 0.1 -0.2 0.0 0.3305
H -0.3058 -3.4663 2.7795 0.1 0.1 0.1 -0.0134
H 1.3950 -3.7592 3.1667 0.0 0.1 0.0 0.4085
H 2.8078 -2.2144 3.3123 0.1 -0.2 0.0 0.3466
H 2.2201 -0.6418 3.8702 0.3 0.1 -0.1 0.3939
H 3.7242 -0.3634 1.9796 0.0 -0.2 0.0 0.4551
H 2.1412 0.1803 1.5079 -0.3 -0.1 0.1 -0.2181
H 1.0771 -2.6952 0.7781 -0.2 0.2 0.1 -0.0413
H 1.9332 -2.7652 -0.7358 0.1 0.2 0.0 0.4384
H -0.1157 -1.5250 -1.1047 0.2 -0.1 -0.1 0.3860
H 1.2833 -0.4479 -1.3085 0.0 0.1 0.1 0.2733
H 0.9562 1.4751 -0.5659 0.1 -0.1 -0.2 0.3886
H 0.2020 1.7676 1.0066 -0.1 -0.1 0.1 0.3780
H -0.8294 1.4514 -0.4024 0.1 0.2 -0.1 0.3500
C -2.0853 -4.7082 0.4587 0.3 -0.1 0.2 -0.8912
O -1.9590 -5.6870 1.4736 -0.5 0.0 -0.3 -0.2465
C -3.1853 -5.9938 2.1380 0.6 -0.5 0.2 -0.5334
C -3.4083 -7.5061 2.2409 -0.2 0.0 0.0 -0.3285
O -3.6428 -8.1820 1.0005 0.4 0.2 0.1 -0.4725
C -2.5478 -8.2547 0.0781 0.0 -0.2 0.0 -0.2242
C -1.3413 -9.0769 0.5467 -0.1 0.6 0.0 -0.5133
O -0.6588 -8.4220 1.6142 -0.4 -0.6 0.2 -0.2472
C -0.2721 -9.2893 2.6701 0.2 0.4 -0.1 -0.8176
H -1.9344 -3.7146 0.8902 -0.1 0.2 -0.2 0.3236
H -1.3051 -4.8875 -0.2872 0.0 0.0 0.1 0.2428
H -3.0528 -4.7545 -0.0500 0.0 0.0 0.1 0.4177
H -4.0320 -5.5354 1.6337 -0.1 0.1 -0.2 0.3861
H -3.1174 -5.5699 3.1476 -0.2 -0.1 0.1 0.3314
H -4.3174 -7.6616 2.8335 0.0 0.1 -0.2 0.4282
H -2.6112 -7.9960 2.8005 0.2 0.2 -0.1 0.0849
H -2.2524 -7.2567 -0.2422 0.2 0.0 0.2 -0.0127
H -2.9528 -8.7433 -0.8159 0.0 -0.1 0.2 0.4325
H -0.6301 -9.1812 -0.2815 -0.2 -0.1 -0.2 0.3835
H -1.6828 -10.0784 0.8348 0.0 0.1 0.1 0.3503
H -0.9468 -10.1433 2.7868 0.0 0.0 -0.1 0.3856
H -0.2932 -8.7158 3.6005 0.1 0.0 -0.1 0.2359
H 0.7504 -9.6392 2.5017 0.0 -0.2 0.1 0.2742
```
Positions in Å, forces in eV/Å.

Results
HOMO, eV: -10.155
E, eV: -55692.9279
Net charge: +1